No. 1
C31H45CuO3 as an isolated structure at a distorted geometry. Source: the OMol25 dataset; level of theory: ωB97M-V/def2-TZVPD.

Geometry as XYZ:
```
80
Properties=species:S:1:pos:R:3
O -5.103 0.234 -4.692
C -5.555 -1.067 -5.184
C -6.389 -0.475 -6.332
H -6.162 -1.593 -4.434
H -4.715 -1.683 -5.533
C -5.891 0.880 -5.733
H -7.469 -0.634 -6.239
H -6.000 -0.685 -7.334
C -7.035 1.715 -5.195
H -7.693 1.127 -4.545
H -7.629 2.091 -6.040
H -6.649 2.579 -4.643
C -5.038 1.679 -6.694
H -4.240 1.062 -7.124
H -4.601 2.540 -6.177
H -5.669 2.055 -7.510
Cu 1.359 0.867 0.079
C 3.395 0.770 -0.488
C 3.244 -0.615 -0.137
C 2.268 -1.187 -0.989
H 3.821 -1.148 0.603
C 1.912 -0.224 -1.968
C 2.553 1.013 -1.636
H 2.466 1.951 -2.176
H 4.078 1.473 -0.024
H 1.913 -2.213 -0.928
H 1.332 -0.420 -2.867
C 1.582 2.099 2.012
C 1.506 2.820 0.777
C 0.181 2.627 0.251
H 2.287 3.443 0.344
C -0.546 1.827 1.179
C 0.313 1.510 2.262
H 0.027 0.983 3.169
H 2.441 2.051 2.678
H -0.213 3.069 -0.665
H -1.599 1.557 1.111
O -0.720 -0.077 -0.935
C -1.248 0.763 -1.995
C -1.990 -0.151 -2.957
H -0.421 1.318 -2.463
H -1.936 1.493 -1.539
C -2.439 -1.295 -2.039
H -1.274 -0.535 -3.698
H -2.818 0.341 -3.477
C -1.289 -1.400 -1.046
H -2.645 -2.227 -2.569
H -3.347 -0.976 -1.511
H -0.516 -2.086 -1.431
H -1.594 -1.739 -0.046
C -0.543 -1.274 5.248
C 0.343 -2.066 4.289
C -0.292 -2.104 2.903
C 1.809 -1.648 4.437
C 2.444 -1.918 5.639
C 3.762 -1.541 5.877
C 4.475 -0.824 4.915
C 3.902 -0.479 3.709
C 4.715 0.343 2.707
C 5.285 1.621 3.331
C 5.905 -0.474 2.192
C 2.586 -1.036 3.372
O 2.145 -1.023 2.190
H -0.616 -0.228 4.928
H -0.146 -1.297 6.266
H -1.552 -1.698 5.258
H 0.336 -3.109 4.646
H -0.462 -1.103 2.503
H 0.309 -2.674 2.194
H -1.263 -2.602 3.005
H 1.887 -2.453 6.419
H 4.245 -1.796 6.822
H 5.511 -0.523 5.113
H 4.032 0.602 1.889
H 5.931 1.360 4.175
H 5.886 2.162 2.595
H 4.495 2.289 3.679
H 5.580 -1.386 1.692
H 6.503 0.117 1.494
H 6.540 -0.749 3.041
```

Calculated values
E_HOMO (spin up / spin down) = -2.7925 / -2.7915 eV
Multiplicity = 2
⟨S²⟩ = 0.7589
Charge = -1
Largest force on an atom = 1.78 eV Å⁻¹
DFT total energy = -3074.30347 Eh
Orbital gap (spin up / spin down) = 4.73 / 4.73 eV


No. 2
C31H45F4N2Sb2SeSiV as an isolated structure. Source: the OMol25 dataset; level of theory: ωB97M-V/def2-TZVPD.

Geometry as XYZ:
```
87
Properties=species:S:1:pos:R:3
V -0.445 -0.162 0.928
C -3.516 -0.326 -0.288
N -2.702 -1.141 0.606
C -2.787 -2.543 0.223
C -3.171 -0.978 1.994
C -2.969 0.460 2.499
N -1.822 1.024 1.827
C -1.846 2.348 1.540
C -1.264 2.774 0.329
F -0.818 1.795 -0.503
C -1.200 4.088 -0.054
F -0.638 4.409 -1.233
C -1.742 5.090 0.740
C -2.346 4.697 1.919
F -2.872 5.634 2.731
C -2.409 3.375 2.320
F -2.947 3.093 3.524
H -4.582 -0.595 -0.204
H -3.199 -0.486 -1.317
H -3.398 0.728 -0.045
H -3.824 -2.912 0.277
H -2.156 -3.131 0.890
H -2.434 -2.658 -0.805
H -2.607 -1.681 2.607
H -4.242 -1.242 2.050
H -2.847 0.415 3.589
H -3.872 1.059 2.317
H -1.685 6.127 0.455
C 0.464 -4.057 -0.778
Sb 0.834 -1.972 -1.020
C 2.823 -1.935 -0.264
C 1.432 -2.258 -3.114
C 2.072 -1.096 -3.792
C 3.380 -0.748 -3.452
C 4.009 0.350 -4.008
C 3.339 1.125 -4.944
C 2.057 0.771 -5.323
C 1.409 -0.333 -4.770
C 0.029 -0.661 -5.226
Sb -1.480 -0.004 -3.818
C -2.884 0.536 -5.354
C -0.678 1.963 -3.616
H 1.357 -4.609 -1.077
H -0.373 -4.366 -1.405
H 0.234 -4.252 0.267
H 3.369 -2.813 -0.617
H 2.759 -1.940 0.822
H 3.320 -1.019 -0.575
H 0.583 -2.659 -3.659
H 2.158 -3.070 -3.001
H 3.909 -1.355 -2.731
H 5.018 0.600 -3.709
H 3.813 1.993 -5.383
H 1.537 1.358 -6.071
H -0.110 -1.727 -5.396
H -0.190 -0.147 -6.165
H -2.397 1.188 -6.078
H -3.734 1.058 -4.918
H -3.252 -0.354 -5.862
H -0.465 2.379 -4.601
H 0.238 1.934 -3.029
H -1.388 2.601 -3.095
C 3.750 2.480 1.590
C 3.120 1.844 2.651
C 1.982 1.080 2.430
C 1.391 0.918 1.168
C 2.071 1.571 0.127
C 3.218 2.332 0.316
H 4.644 3.071 1.752
H 3.522 1.937 3.656
H 1.537 0.573 3.283
H 1.699 1.482 -0.895
H 3.696 2.808 -0.534
C -0.350 -3.332 5.555
Si 0.395 -1.894 4.587
C -0.416 -0.320 5.232
C 2.236 -1.809 4.992
Se 0.101 -2.235 2.403
H -0.109 -3.273 6.619
H 0.019 -4.284 5.171
H -1.436 -3.335 5.451
H -0.142 -0.140 6.274
H -1.503 -0.398 5.183
H -0.128 0.553 4.647
H 2.418 -1.798 6.069
H 2.674 -0.909 4.559
H 2.759 -2.664 4.561
```

Calculated values
E_HOMO (spin up / spin down) = -3.4794 / -2.7727 eV
Multiplicity = 2
⟨S²⟩ = 0.7810
Charge = -1
Largest force on an atom = 0.67 eV Å⁻¹
DFT total energy = -5832.67240 Eh
Orbital gap (spin up / spin down) = 5.92 / 5.21 eV


No. 3
C31H46AuN3P2 as an isolated structure. Source: the OMol25 dataset; level of theory: ωB97M-V/def2-TZVPD.

Geometry as XYZ:
```
83
Properties=species:S:1:pos:R:3
Au 0.324 0.358 -0.619
C -1.625 -2.428 1.075
C -2.118 -2.200 -0.358
C -2.848 -3.426 -0.899
P -0.703 -1.629 -1.379
C -1.128 -1.516 -3.166
C -1.241 -2.796 -3.996
C -2.388 -0.647 -3.265
C 0.681 -2.785 -1.105
C 0.702 -4.061 -1.638
C 1.801 -4.913 -1.491
C 1.806 -6.284 -2.101
C 2.921 -4.425 -0.809
C 2.916 -3.181 -0.221
C 1.773 -2.355 -0.299
N 1.677 -1.153 0.355
C 2.406 -0.744 1.447
C 3.029 -1.652 2.331
C 3.776 -1.197 3.393
C 3.936 0.169 3.643
C 4.751 0.654 4.806
C 3.256 1.065 2.812
C 2.482 0.639 1.747
P 1.462 1.827 0.815
C 0.359 2.592 2.059
C -0.555 3.608 1.369
C -0.446 1.515 2.789
C 2.535 3.110 0.068
C 3.698 2.434 -0.666
C 3.022 4.197 1.025
H -2.480 -2.524 1.745
H -1.006 -1.604 1.440
H -1.042 -3.349 1.141
H -2.802 -1.347 -0.357
H -2.187 -4.294 -0.958
H -3.295 -3.252 -1.875
H -3.656 -3.681 -0.211
H -0.291 -0.938 -3.560
H -1.954 -3.510 -3.587
H -0.278 -3.288 -4.118
H -1.592 -2.525 -4.994
H -3.278 -1.189 -2.939
H -2.543 -0.351 -4.303
H -2.307 0.266 -2.668
H -0.149 -4.421 -2.200
H 0.798 -6.632 -2.321
H 2.289 -7.003 -1.441
H 2.369 -6.279 -3.038
H 3.810 -5.041 -0.739
H 3.802 -2.816 0.280
H 2.876 -2.714 2.196
H 4.238 -1.915 4.061
H 5.613 0.010 4.978
H 4.152 0.643 5.720
H 5.101 1.674 4.654
H 3.317 2.123 3.040
H 1.012 3.101 2.772
H -1.202 3.108 0.641
H -0.003 4.395 0.853
H -1.202 4.085 2.106
H -1.050 0.934 2.084
H -1.130 1.987 3.495
H 0.190 0.828 3.346
H 1.876 3.567 -0.678
H 4.428 2.044 0.045
H 4.204 3.160 -1.304
H 3.366 1.610 -1.301
H 3.786 3.819 1.706
H 2.221 4.646 1.612
H 3.483 4.994 0.439
N -0.583 3.005 -2.696
C 0.384 2.298 -3.344
C 0.851 2.688 -4.613
C 1.851 1.965 -5.205
C 2.399 0.855 -4.545
C 1.894 0.535 -3.317
N 0.898 1.235 -2.722
H -1.089 3.728 -3.174
H -0.973 2.644 -1.843
H 0.416 3.552 -5.099
H 2.218 2.254 -6.182
H 3.196 0.270 -4.983
H 2.277 -0.315 -2.760
```

Calculated values
E_HOMO (spin up / spin down) = -13.4157 / -13.9268 eV
Multiplicity = 3
⟨S²⟩ = 2.0573
Charge = +2
Largest force on an atom = 0.40 eV Å⁻¹
DFT total energy = -2191.06459 Eh
Orbital gap (spin up / spin down) = 8.56 / 6.23 eV


No. 4
C31H46BClN6O7ReS3 as an isolated structure. Source: the OMol25 dataset; level of theory: ωB97M-V/def2-TZVPD.

Geometry as XYZ:
```
96
Properties=species:S:1:pos:R:3
Re 2.484 1.822 -0.444
C -0.145 4.275 3.428
C -0.396 2.885 2.941
C -1.327 2.054 3.484
C -1.509 0.736 2.988
N -0.799 0.298 1.985
N 0.108 1.117 1.433
B 0.850 0.506 0.215
N 1.377 -0.897 0.641
N 0.542 -1.931 0.498
C 0.933 -3.106 0.917
C 2.191 -3.263 1.555
C 3.053 -2.214 1.684
C 4.402 -2.321 2.318
C 2.602 -0.981 1.147
S 3.615 0.429 1.115
C 0.016 -4.293 0.690
C -1.259 -3.869 -0.036
C -0.346 -4.911 2.048
C 0.768 -5.324 -0.165
N -0.161 0.315 -0.988
N -1.317 0.914 -0.799
C -2.252 0.832 -1.730
C -2.035 0.088 -2.896
C -0.810 -0.489 -3.136
C -0.493 -1.202 -4.413
C 0.147 -0.321 -2.125
S 1.759 -1.014 -2.324
C -3.554 1.561 -1.470
C -4.669 0.511 -1.350
C -3.475 2.384 -0.185
C -3.834 2.499 -2.654
C 0.356 2.351 1.859
S 1.591 3.304 1.110
C -2.514 -0.208 3.622
C -2.085 -0.464 5.074
C -2.566 -1.530 2.863
C -3.903 0.446 3.600
H -0.807 4.517 4.256
H -0.307 4.998 2.627
H 0.888 4.386 3.762
H -1.928 2.398 4.315
H 2.479 -4.237 1.929
H 4.574 -3.328 2.690
H 4.493 -1.619 3.149
H 5.185 -2.072 1.601
H -1.816 -3.123 0.529
H -1.895 -4.743 -0.178
H -1.035 -3.452 -1.021
H -0.881 -4.200 2.678
H 0.536 -5.256 2.591
H -0.991 -5.776 1.892
H 1.054 -4.904 -1.132
H 0.120 -6.181 -0.350
H 1.668 -5.697 0.326
H -2.820 0.006 -3.636
H -1.356 -1.195 -5.074
H -0.208 -2.240 -4.237
H 0.342 -0.711 -4.917
H -4.482 -0.168 -0.515
H -4.776 -0.082 -2.259
H -5.621 1.013 -1.172
H -3.281 1.753 0.683
H -4.427 2.892 -0.034
H -2.688 3.136 -0.245
H -3.953 1.959 -3.595
H -3.033 3.231 -2.772
H -4.763 3.039 -2.471
H -1.097 -0.925 5.117
H -2.796 -1.139 5.550
H -2.061 0.455 5.663
H -1.592 -2.020 2.854
H -2.875 -1.384 1.826
H -3.285 -2.193 3.347
H -3.930 1.389 4.148
H -4.625 -0.223 4.070
H -4.238 0.634 2.578
C 5.729 0.679 -2.840
C 4.595 1.689 -2.969
C 4.847 2.746 -4.027
O 4.422 2.319 -1.669
C 3.339 0.900 -3.321
O 2.920 0.609 -4.377
O 2.737 0.368 -2.111
H 6.651 1.217 -2.622
H 5.854 0.129 -3.772
H 5.534 -0.021 -2.027
H 5.770 3.277 -3.793
H 4.015 3.451 -4.081
H 4.959 2.279 -5.004
H 4.397 3.277 -1.814
O -0.314 3.675 -1.449
Cl 0.545 3.463 -2.558
O 0.773 4.603 -3.342
O 1.945 3.098 -1.979
O 0.161 2.316 -3.313
```

Calculated values
E_HOMO (spin up / spin down) = -13.6938 / -14.1649 eV
Multiplicity = 4
⟨S²⟩ = 3.7757
Charge = +2
Largest force on an atom = 0.18 eV Å⁻¹
DFT total energy = -3821.29059 Eh
Orbital gap (spin up / spin down) = 7.08 / 7.25 eV